Molecular formula: C14H50N10O11
Method: DFT, the ωB97M-V functional and the def2-TZVPD basis

Properties
Electronic energy in a.u.: -1938.4909
HOMO level in Ha: -0.316
Kohn-Sham gap in eV: 8.03
LUMO energy in eV: -0.56
Energy above the lowest of the compared OMol25 structures with the same formula, charge and spin in kcal per mole: 216.18

Positions of all 85 atoms, in Å:
C1 -28.075 15.464 4.343
C2 -27.550 16.882 4.109
O1 -26.864 17.376 5.295
H1 -28.739 15.220 3.479
H2 -28.686 15.476 5.262
H3 -27.283 14.711 4.332
H4 -28.225 17.662 3.678
H5 -26.837 16.778 3.238
H6 -26.186 18.003 4.949
C3 -25.867 14.803 -0.287
C4 -26.123 14.777 1.164
O2 -24.994 15.341 1.781
H7 -24.897 14.307 -0.390
H8 -25.778 15.837 -0.615
H9 -26.652 14.378 -0.861
H10 -26.143 13.760 1.534
H11 -27.120 15.216 1.520
H12 -24.167 14.800 1.587
C5 -24.489 20.304 8.302
C6 -25.119 19.024 7.873
O3 -24.201 17.921 7.859
H13 -25.212 21.029 8.730
H14 -24.029 20.791 7.429
H15 -23.697 20.084 9.057
H16 -25.317 19.149 6.813
H17 -26.034 18.719 8.334
H18 -24.626 17.071 7.623
C7 -24.204 12.128 4.261
O4 -25.165 13.163 4.331
N1 -23.976 11.339 5.204
N2 -23.388 11.942 3.283
H19 -24.575 11.287 5.999
H20 -23.240 10.586 5.220
H21 -23.436 12.618 2.521
H22 -22.506 11.417 3.335
C8 -25.181 19.420 2.378
O5 -25.413 19.002 3.625
N3 -25.242 20.715 2.043
N4 -25.023 18.522 1.451
H23 -25.128 21.351 2.884
H24 -25.026 20.999 1.097
H25 -25.089 17.542 1.764
H26 -24.894 18.696 0.429
C9 -28.745 12.567 2.375
O6 -30.021 13.176 2.330
N5 -28.145 12.111 1.354
N6 -28.093 12.367 3.455
H27 -28.520 12.406 0.413
H28 -27.261 11.521 1.344
H29 -28.575 12.699 4.373
H30 -27.269 11.814 3.420
C10 -23.037 21.436 4.734
O7 -23.928 22.423 4.251
N7 -23.309 20.188 4.943
N8 -21.792 21.783 5.035
H31 -24.152 19.738 4.583
H32 -22.813 19.614 5.578
H33 -21.421 22.679 4.681
H34 -21.112 21.184 5.433
C11 -28.295 13.183 6.988
O8 -29.067 13.413 8.173
N9 -28.560 12.318 6.064
N10 -27.113 13.664 6.846
H35 -29.452 11.880 5.850
H36 -27.758 11.919 5.667
H37 -26.881 14.483 7.473
H38 -26.664 13.738 5.898
C12 -27.805 16.366 8.413
O9 -26.620 16.146 7.699
H39 -28.589 16.024 7.749
H40 -27.924 17.434 8.432
H41 -27.958 15.900 9.378
H42 -26.815 16.446 6.833
C13 -23.723 16.436 4.686
O10 -23.165 15.279 4.172
H43 -22.948 16.814 5.339
H44 -24.604 16.214 5.372
H45 -24.063 17.059 3.918
H46 -23.920 14.731 3.927
C14 -28.017 17.949 0.377
O11 -27.673 19.334 0.298
H47 -27.651 17.561 1.306
H48 -27.692 17.374 -0.499
H49 -29.090 17.918 0.382
H50 -27.940 19.637 1.160

Here are the Mulliken charges for atoms 1 to 6, given in e:
1 C -0.469
2 C 0.781
3 O -0.367
4 H 0.460
5 H 0.440
6 H -0.414


Molecular formula: C8H16O4Sc
Method: DFT, the ωB97M-V functional and the def2-TZVPD basis

Properties
Total charge: +3
Electronic energy in a.u.: -1374.9975
HOMO level in Ha: -0.870
Kohn-Sham gap in eV: 11.14
LUMO energy in eV: -12.54

Positions of all 29 atoms, in Å:
Sc1 -0.015 0.000 0.143
C1 1.245 -2.391 -0.785
C2 1.709 -1.314 -1.746
O1 1.574 0.000 -1.010
C3 1.709 1.314 -1.746
C4 1.245 2.391 -0.785
O2 -0.078 1.974 -0.189
C5 -1.364 2.387 -0.830
C6 -2.393 1.319 -0.500
O3 -1.731 0.000 -0.822
C7 -2.393 -1.319 -0.500
C8 -1.364 -2.387 -0.830
O4 -0.078 -1.974 -0.188
H1 1.914 -2.520 0.062
H2 1.126 -3.350 -1.286
H3 1.093 -1.233 -2.641
H4 2.752 -1.459 -2.018
H5 1.094 1.234 -2.641
H6 2.753 1.459 -2.018
H7 1.126 3.350 -1.285
H8 1.914 2.520 0.062
H9 -1.182 2.463 -1.900
H10 -1.669 3.349 -0.423
H11 -3.276 1.437 -1.125
H12 -2.689 1.296 0.550
H13 -3.276 -1.437 -1.125
H14 -2.689 -1.296 0.550
H15 -1.182 -2.463 -1.900
H16 -1.669 -3.349 -0.423

Here are the Mulliken charges for atoms 1 to 6, given in e:
1 Sc 1.746
2 C -0.464
3 C -0.391
4 O -0.373
5 C -0.391
6 C -0.464


Molecular formula: C28H31N3O6
Method: DFT, the ωB97M-V functional and the def2-TZVPD basis

Properties
Electronic energy in a.u.: -1701.2951
HOMO level in Ha: -0.293
Kohn-Sham gap in eV: 8.70
LUMO energy in eV: 0.72
Energy above the lowest of the compared OMol25 structures with the same formula, charge and spin in kcal per mole: 19.31

Positions of all 68 atoms, in Å:
C1 1.510 -6.314 -0.313
H1 2.290 -6.377 0.452
O1 0.623 -5.252 -0.061
C2 1.118 -3.981 -0.041
C3 2.448 -3.646 -0.262
C4 2.847 -2.320 -0.245
C5 1.937 -1.314 0.002
C6 0.609 -1.632 0.252
C7 0.190 -2.957 0.210
O2 -1.153 -3.241 0.389
C8 -1.443 -3.882 1.624
H2 -1.052 -3.291 2.457
H3 -2.528 -3.943 1.683
H4 -1.016 -4.887 1.653
C9 -0.415 -0.545 0.506
N1 0.098 0.474 1.409
C10 0.394 0.031 2.660
O3 0.302 -1.150 2.963
C11 0.802 1.023 3.668
C12 1.470 0.777 4.842
C13 1.591 2.021 5.496
C14 0.977 2.927 4.684
O4 0.499 2.338 3.583
H5 0.823 3.984 4.778
H6 2.063 2.213 6.437
H7 1.825 -0.177 5.172
C15 0.255 1.819 0.999
C16 -0.858 2.583 0.672
C17 -0.702 3.895 0.278
C18 0.566 4.471 0.217
C19 1.678 3.709 0.558
C20 1.519 2.392 0.939
H8 2.385 1.803 1.204
H9 2.660 4.150 0.516
N2 0.656 5.805 -0.193
C21 1.749 6.620 -0.246
O5 2.866 6.300 0.090
C22 1.406 7.999 -0.777
H10 0.662 8.474 -0.141
H11 2.305 8.609 -0.791
H12 1.010 7.923 -1.787
H13 -0.224 6.208 -0.486
H14 -1.571 4.481 0.013
H15 -1.843 2.144 0.719
H16 -1.293 -1.002 0.978
C23 -0.780 -0.077 -0.908
O6 -0.273 0.861 -1.483
N3 -1.702 -0.894 -1.455
H17 -1.952 -1.737 -0.955
C24 -2.026 -0.872 -2.866
H18 -1.673 0.092 -3.237
C25 -1.361 -2.057 -3.605
C26 -2.505 -2.860 -4.232
H19 -2.700 -2.508 -5.246
C27 -3.704 -2.547 -3.343
H20 -3.634 -3.110 -2.411
H21 -4.654 -2.783 -3.820
C28 -3.537 -1.055 -3.073
H22 -3.861 -0.484 -3.943
H23 -4.100 -0.712 -2.206
H24 -2.282 -3.925 -4.277
H25 -0.821 -2.667 -2.879
H26 -0.645 -1.714 -4.350
H27 2.243 -0.280 0.000
H28 3.882 -2.078 -0.431
H29 3.180 -4.413 -0.456
H30 1.974 -6.225 -1.301
H31 0.902 -7.217 -0.283

Here are the Mulliken charges for atoms 1 to 6, given in e:
1 C -1.027
2 H 0.377
3 O -0.368
4 C 0.652
5 C -0.494
6 C -1.441


Molecular formula: C3H12O4
Method: DFT, the ωB97M-V functional and the def2-TZVPD basis

Properties
Electronic energy in a.u.: -422.4161
HOMO level in Ha: -0.333
Kohn-Sham gap in eV: 9.60
LUMO energy in eV: 0.54
Energy above the lowest of the compared OMol25 structures with the same formula, charge and spin in kcal per mole: 28.49

Positions of all 19 atoms, in Å:
C1 -0.455 0.110 -1.545
C2 -1.039 -1.062 -1.235
O1 -1.868 -1.769 -2.046
C3 -1.243 -1.461 0.233
H1 0.245 0.527 -0.841
H2 -0.484 0.440 -2.579
H3 -1.656 -1.509 -2.935
H4 -0.340 -1.785 0.742
H5 -1.914 -2.321 0.169
H6 -1.769 -0.675 0.762
H7 1.615 2.261 4.832
H8 2.150 3.449 5.630
O2 1.936 3.150 4.723
H9 -1.601 -5.315 -3.549
H10 -1.254 -4.192 -2.635
O3 -0.869 -4.973 -3.031
H11 2.968 5.717 1.492
H12 2.544 4.311 1.053
O4 3.033 5.098 0.762

Here are the Mulliken charges for atoms 1 to 6, given in e:
1 C -0.968
2 C 0.759
3 O -0.476
4 C -1.102
5 H 0.290
6 H 0.256


Molecular formula: C26H49N4O2S3
Method: DFT, the ωB97M-V functional and the def2-TZVPD basis

Properties
Total charge: +1
Electronic energy in a.u.: -2583.7895
HOMO level in Ha: -0.360
Kohn-Sham gap in eV: 5.57
LUMO energy in eV: -4.23

Positions of all 84 atoms, in Å:
C1 3.770 -3.160 -0.961
C2 3.884 -1.654 -0.714
C3 2.999 -1.235 0.460
C4 3.377 0.059 1.187
N1 2.596 1.214 0.684
C5 2.033 2.052 1.763
C6 0.542 1.750 2.023
C7 -0.210 1.403 0.759
C8 -1.696 1.026 0.985
C9 -2.654 1.973 0.274
C10 -2.703 3.327 1.047
C11 -1.827 4.430 0.493
C12 -2.381 5.279 -0.638
N2 -0.677 4.636 0.978
C13 -4.129 1.368 0.261
N3 -4.349 0.051 0.778
C14 -5.042 -0.897 0.255
C15 -6.545 -0.857 0.238
C16 -4.390 -2.128 -0.300
C17 -4.671 1.715 -1.060
N4 -3.763 2.178 -1.831
C18 -2.417 2.130 -1.234
S1 -1.573 0.716 -2.070
C19 3.122 1.932 -0.368
S2 2.202 3.047 -1.165
S3 4.845 1.793 -0.812
C20 4.994 1.117 -2.490
C21 4.117 1.701 -3.598
C22 2.832 0.924 -3.874
H1 2.720 -3.431 -1.019
H2 4.279 -3.714 -0.178
H3 4.205 -3.381 -1.934
H4 4.907 -1.341 -0.517
H5 3.489 -1.164 -1.605
H6 1.953 -1.161 0.161
H7 3.032 -2.040 1.200
H8 4.447 0.242 1.217
H9 3.058 -0.084 2.218
H10 2.157 3.107 1.548
H11 2.554 1.863 2.701
H12 0.114 2.673 2.416
H13 0.435 0.998 2.808
H14 -0.188 2.280 0.120
H15 0.253 0.593 0.204
H16 -1.945 0.986 2.044
H17 -1.853 0.014 0.623
H18 -2.387 3.156 2.071
H19 -3.715 3.735 1.076
H20 -1.737 5.208 -1.515
H21 -2.445 6.323 -0.346
H22 -3.375 4.949 -0.943
H23 -0.218 5.407 0.494
H24 -4.720 2.039 0.919
H25 -6.894 0.123 0.552
H26 -6.922 -1.081 -0.761
H27 -6.939 -1.582 0.948
H28 -4.656 -2.237 -1.350
H29 -3.313 -2.043 -0.194
H30 -4.704 -3.007 0.265
H31 -5.705 1.625 -1.363
H32 -3.872 2.544 -2.769
H33 -1.813 2.954 -1.596
H34 -2.629 -0.105 -2.159
H35 6.032 1.331 -2.737
H36 4.896 0.035 -2.504
H37 4.704 1.686 -4.517
H38 3.900 2.750 -3.414
H39 2.936 -0.142 -3.675
H40 1.986 1.282 -3.290
H41 2.546 1.032 -4.919
O1 2.262 -5.871 -0.178
C23 1.621 -5.608 0.798
O2 0.857 -4.490 0.785
C24 -0.068 -4.167 1.824
C25 0.600 -3.441 2.974
C26 1.709 -6.436 2.058
H42 -0.606 -5.056 2.154
H43 -0.802 -3.513 1.355
H44 1.355 -4.062 3.456
H45 -0.137 -3.152 3.724
H46 1.101 -2.543 2.609
H47 2.583 -6.117 2.625
H48 1.838 -7.476 1.770
H49 0.830 -6.380 2.695

Here are the Mulliken charges for atoms 1 to 6, given in e:
1 C -1.450
2 C 0.241
3 C 0.045
4 C -1.501
5 N 0.553
6 C -1.704


Molecular formula: C2H7N3P
Method: DFT, the ωB97M-V functional and the def2-TZVPD basis

Properties
Total charge: +1
Electronic energy in a.u.: -585.6617
HOMO level in Ha: -0.532
Kohn-Sham gap in eV: 9.15
LUMO energy in eV: -5.32
Energy above the lowest of the compared OMol25 structures with the same formula, charge and spin in kcal per mole: 100.39

Positions of all 13 atoms, in Å:
C1 -0.810 -0.378 -0.532
C2 -0.641 1.199 -0.593
N1 -0.358 -1.841 1.147
N2 1.172 -0.105 0.733
N3 -0.006 -0.820 0.571
P1 1.197 1.470 -0.229
H1 -1.823 -0.578 -0.156
H2 -0.359 -0.789 -1.498
H3 -0.952 1.728 -1.580
H4 -1.064 1.505 0.383
H5 0.314 -2.248 1.805
H6 1.765 -0.197 1.586
H7 1.564 1.053 -1.638

Here are the Mulliken charges for atoms 1 to 6, given in e:
1 C -0.271
2 C -0.707
3 N -0.800
4 N -0.402
5 N 0.968
6 P 0.106